(1)
{
  "formula": "C7H12F3I2O2P",
  "method": "ωB97M-V with the def2-TZVPD basis set",
  "species": ["C", "C", "I", "C", "P", "I", "H", "H", "H", "H", "H", "H", "H", "C", "C", "O", "C", "O", "C", "F", "F", "F", "H", "H", "H", "H", "H"],
  "positions_angstrom": [[-2.21602, 3.12828, -1.54295], [-2.44139, 2.92942, -0.00382], [-4.45871, 3.49981, 0.63054], [-2.15835, 1.43450, 0.52045], [-1.32781, 1.57096, 2.22265], [-4.03271, 0.35492, 0.58825], [-1.12473, 3.33249, -1.70100], [-2.80419, 4.01930, -1.88065], [-2.56252, 2.27428, -2.16896], [-1.76206, 3.61806, 0.54079], [-1.42254, 0.94339, -0.14573], [-0.04295, 2.11803, 1.94838], [-2.04106, 2.51415, 3.02081], [1.77521, -4.22574, -0.78470], [2.88001, -3.39943, -0.15923], [2.66269, -1.99746, -0.38685], [1.80092, -1.40247, 0.44150], [1.21799, -1.94802, 1.32719], [1.70442, 0.08450, 0.11813], [1.59603, 0.31461, -1.19581], [2.78609, 0.75091, 0.53632], [0.64377, 0.66351, 0.69816], [1.67413, -3.98882, -1.84572], [1.98552, -5.29074, -0.67897], [0.81253, -4.01585, -0.31658], [3.83401, -3.64283, -0.62725], [2.98144, -3.60483, 0.90775]],
  "gap_ev": 8.11,
  "energy_ha": -1660.68311,
  "e_homo_ev": -8.097,
  "spin_multiplicity": 1
}

---

(2)
{
  "formula": "C7H12F3N2",
  "method": "ωB97M-V with the def2-TZVPD basis set",
  "species": ["C", "C", "C", "C", "C", "C", "C", "N", "N", "F", "F", "F", "H", "H", "H", "H", "H", "H", "H", "H", "H", "H", "H", "H"],
  "positions_angstrom": [[2.45865, 0.20408, -0.78264], [-1.44053, 1.41762, 0.49443], [-0.38685, 0.47489, 0.70738], [-1.50930, -0.19795, 0.14018], [-1.71171, -0.37416, -1.34196], [-2.39691, -1.13963, 0.89793], [0.47044, 0.35621, 1.97616], [2.77439, -1.05321, -1.10156], [3.22790, 1.17625, -1.25981], [-0.22958, -0.05736, 3.03377], [1.52528, -0.44524, 1.80860], [0.87621, 1.59897, 2.23859], [-1.91790, 1.84350, 1.32713], [-1.50349, 2.05712, -0.45333], [-2.65188, -0.36025, -1.82200], [-1.20203, -1.33451, -1.55806], [-1.14608, 0.20156, -2.04698], [-3.13358, -0.64078, 1.37419], [-1.93581, -1.77211, 1.63013], [-2.84840, -1.93485, 0.21029], [2.08294, -1.83291, -0.90509], [3.36187, -1.20416, -1.90193], [3.13202, 2.13302, -0.88337], [4.10436, 0.88392, -1.78206]],
  "gap_ev": [5.71, 7.21],
  "energy_ha": -682.61052,
  "e_homo_ev": [-12.155, -13.107],
  "spin_multiplicity": 1,
  "total_charge": 1
}

---

(3)
{
  "formula": "C7H12FN2O",
  "method": "ωB97M-V with the def2-TZVPD basis set",
  "species": ["C", "C", "C", "C", "C", "C", "C", "N", "N", "O", "F", "H", "H", "H", "H", "H", "H", "H", "H", "H", "H", "H", "H"],
  "positions_angstrom": [[0.28543, -1.37163, -0.90705], [1.58691, -1.63575, -0.51464], [0.84346, 0.08808, 0.61979], [3.00846, -0.84083, 1.37360], [-2.99080, 0.52037, 1.09108], [-0.67434, 1.85144, -1.79517], [-1.42530, 0.41935, -0.66664], [-0.17115, -0.26405, -0.23561], [1.88135, -0.70759, 0.52248], [-1.96168, 1.10886, 0.24168], [0.53229, 1.44005, -2.24254], [-0.24542, -1.83720, -1.74109], [2.31744, -2.35043, -0.71232], [0.48940, 0.91871, 1.34062], [3.77742, -1.53661, 0.88843], [3.56542, 0.05943, 1.63161], [2.50647, -1.27898, 2.31643], [-2.36332, 0.18395, 1.96847], [-3.56063, -0.23428, 0.48846], [-3.68162, 1.31265, 1.46300], [-1.27414, 1.85688, -2.69628], [-0.49144, 2.60397, -1.14658], [-1.95422, -0.30645, -1.28771]],
  "gap_ev": [6.50, 5.77],
  "energy_ha": -558.03313,
  "e_homo_ev": [-9.349, -13.096],
  "spin_multiplicity": 3,
  "total_charge": 1
}

---

(4)
{
  "formula": "C7H12FO5S",
  "method": "ωB97M-V with the def2-TZVPD basis set",
  "species": ["C", "C", "C", "C", "C", "C", "C", "O", "O", "O", "O", "O", "F", "S", "H", "H", "H", "H", "H", "H", "H", "H", "H", "H", "H", "H"],
  "positions_angstrom": [[-2.21363, 0.56551, 0.26098], [-1.91692, 3.00147, -0.10932], [0.52196, -2.15948, -1.62173], [1.22622, -2.48732, 0.64985], [-1.85547, 1.81459, 0.97968], [1.42025, -1.53134, -0.52372], [0.95492, -0.12167, -0.46118], [2.94774, 0.41670, 0.36581], [-3.31176, 0.00958, 0.29827], [1.35538, 2.22336, 0.55042], [1.46889, 0.46059, 2.32711], [-1.36303, 0.02042, -0.53885], [1.00863, 0.52841, -1.62133], [1.66678, 0.85192, 0.89000], [-1.02123, 3.54304, -0.09137], [-2.80135, 3.57056, 0.01829], [-1.96763, 2.44802, -1.05065], [-0.38114, -1.65361, -1.45837], [0.99883, -1.92277, -2.63635], [0.37189, -3.26356, -1.47414], [1.91223, -2.28905, 1.60319], [0.19125, -2.58055, 0.87829], [1.63022, -3.44525, 0.43376], [-0.73379, 1.65215, 1.35669], [-2.57859, 1.88962, 1.75955], [2.46935, -1.54133, -0.78490]],
  "gap_ev": [7.59, 7.58],
  "energy_ha": -1148.13178,
  "e_homo_ev": [-5.279, -5.278],
  "spin_multiplicity": 1,
  "total_charge": -1
}

---

(5)
{
  "formula": "C7H12IO3PS",
  "method": "ωB97M-V with the def2-TZVPD basis set",
  "species": ["C", "C", "C", "C", "C", "C", "C", "O", "O", "O", "P", "S", "I", "H", "H", "H", "H", "H", "H", "H", "H", "H", "H", "H", "H"],
  "positions_angstrom": [[1.57523, 0.33212, 0.22188], [0.69735, -1.80736, -0.15644], [1.92695, -1.02554, -0.57677], [0.40904, -1.41053, 1.26495], [2.07288, -0.73228, -2.07575], [-1.23248, 3.52800, 0.26086], [-1.04192, -1.52516, 1.72262], [1.84852, 1.48337, -0.00383], [0.85303, -0.00202, 1.30774], [-2.10759, 2.82501, -0.55363], [-2.53712, -0.00563, -0.49841], [-3.02208, 1.81487, 0.38905], [-4.53666, -1.26900, 0.13783], [-0.12863, -1.48883, -0.76286], [0.89748, -2.81594, -0.23887], [2.87884, -1.43837, -0.11240], [1.10387, -1.93186, 1.96880], [1.98506, 0.32970, -2.41680], [1.23874, -1.32389, -2.58479], [2.91725, -1.15309, -2.64166], [-1.73559, 4.26537, 0.73747], [-0.47846, 3.98765, -0.35920], [-0.66934, 2.86961, 0.89287], [-1.44710, -1.04196, 2.62688], [-1.46729, -2.46426, 1.45046]],
  "gap_ev": [7.39, 7.65],
  "energy_ha": -1536.77458,
  "e_homo_ev": [-7.748, -8.738],
  "spin_multiplicity": 1
}

---

(6)
{
  "formula": "C7H12MoN4O5SSe2Te2",
  "method": "ωB97M-V with the def2-TZVPD basis set",
  "species": ["Mo", "N", "C", "C", "O", "N", "C", "C", "O", "O", "H", "H", "H", "H", "H", "H", "C", "O", "C", "O", "N", "N", "H", "H", "H", "H", "H", "H", "Se", "Te", "Te", "Se", "S", "C"],
  "positions_angstrom": [[-1.62787, -0.40733, 0.29022], [1.81954, 0.88731, -2.11897], [0.40041, 0.67813, -2.41335], [-0.42539, 1.74487, -1.70123], [-0.33249, 2.90288, -2.12031], [-1.24234, 1.37933, -0.68695], [-1.97585, 2.51620, -0.13317], [-2.72343, 2.14733, 1.13939], [-3.27506, 3.00237, 1.80598], [-2.75695, 0.87132, 1.41241], [2.40185, 0.40641, -2.79184], [2.02481, 1.87779, -2.18302], [0.17756, 0.78825, -3.48225], [0.09452, -0.31937, -2.10360], [-1.30199, 3.35067, 0.06628], [-2.70799, 2.88964, -0.85890], [3.60216, -0.32850, 2.34093], [3.16307, -1.31480, 1.41180], [1.84062, -1.29622, 1.13437], [1.23398, -0.06490, 0.90966], [1.60778, -2.15928, 0.03496], [0.25303, -2.22402, -0.34144], [4.65258, -0.54359, 2.51668], [3.03524, -0.40556, 3.27039], [3.49096, 0.67171, 1.92453], [2.08022, -3.04382, 0.16081], [-0.27012, -2.94484, 0.14948], [0.19437, -2.36969, -1.33851], [-2.56081, -2.45683, 1.71485], [-4.92226, -1.93525, 1.05022], [-4.19592, -0.42516, -1.11841], [-2.38503, -1.83658, -2.01739], [0.61943, -1.63880, 2.59641], [0.01138, -0.39971, 1.47997]],
  "gap_ev": [5.66, 6.09],
  "energy_ha": -6674.49822,
  "e_homo_ev": [-3.885, -4.251],
  "spin_multiplicity": 2,
  "total_charge": -1
}

---

(7)
{
  "formula": "C7H12N",
  "method": "ωB97M-V with the def2-TZVPD basis set",
  "species": ["C", "C", "C", "C", "C", "C", "C", "N", "H", "H", "H", "H", "H", "H", "H", "H", "H", "H", "H", "H"],
  "positions_angstrom": [[-2.24403, -1.36070, 0.40479], [-1.44218, -0.32246, 0.14546], [1.24935, -1.39344, -0.78768], [-0.11195, -0.46007, -0.51835], [1.20347, -0.17320, 0.02099], [-1.81940, 1.10190, -0.06131], [2.13746, 0.36116, 1.03184], [0.77521, 0.66267, -1.14780], [-3.16508, -1.25732, 0.91840], [-1.96940, -2.46613, 0.32967], [1.16985, -2.29236, -0.21906], [1.56071, -1.43001, -1.88501], [-2.83459, 1.24802, 0.46522], [-1.16229, 1.75785, 0.46916], [-1.96882, 1.37394, -1.07318], [1.60039, 0.97911, 1.65175], [3.05092, 0.75323, 0.55748], [2.64742, -0.37300, 1.64800], [1.11170, 0.55647, -2.11627], [0.47240, 1.61733, -1.06781]],
  "gap_ev": 10.48,
  "energy_ha": -328.27777,
  "e_homo_ev": -13.653,
  "smiles": "C=C(C)[C@@]12C[C@@]1(C)[NH2+]2",
  "spin_multiplicity": 1,
  "total_charge": 1
}

---

(8)
{
  "formula": "C7H12N2",
  "method": "ωB97M-V with the def2-TZVPD basis set",
  "species": ["C", "C", "C", "C", "C", "C", "C", "N", "N", "H", "H", "H", "H", "H", "H", "H", "H", "H", "H", "H", "H"],
  "positions_angstrom": [[-0.21024, 0.45636, 0.42348], [-0.25185, -0.12067, 1.82461], [-2.04165, 0.62546, -1.75717], [0.68660, -0.17147, -0.49297], [-1.80124, 0.10281, -0.37085], [2.23490, 0.35189, 0.22828], [3.15845, -0.50198, 0.64229], [0.62818, -0.97380, -1.42996], [-2.61996, -0.51317, 0.35046], [-0.14932, 1.54269, 0.37783], [1.52433, -1.32809, -1.75931], [-3.56584, -0.59527, -0.03617], [2.42318, 1.42097, 0.19757], [0.54417, 0.30533, 2.43158], [-1.22261, 0.10716, 2.26372], [-0.17514, -1.20452, 1.80045], [-1.43159, 0.05741, -2.45915], [-3.09205, 0.52655, -2.04430], [-1.75365, 1.67484, -1.82774], [2.95506, -1.56462, 0.71364], [4.16028, -0.19789, 0.92372]],
  "gap_ev": 9.68,
  "energy_ha": -383.32220,
  "e_homo_ev": -8.682,
  "smiles": "[H]/N=C(\\C)[C@@H](C)/C(C=C)=N/[H]",
  "spin_multiplicity": 1
}

---

(9)
{
  "formula": "C7H12N2",
  "method": "ωB97M-V with the def2-TZVPD basis set",
  "species": ["C", "C", "C", "C", "C", "C", "C", "N", "N", "H", "H", "H", "H", "H", "H", "H", "H", "H", "H", "H", "H"],
  "positions_angstrom": [[-0.86809, -2.96881, 0.37800], [0.59542, -1.22276, 1.49184], [0.14699, -2.04735, 0.34188], [1.38481, 0.84649, -0.81732], [-0.99027, 0.44704, -1.28079], [-0.47388, 2.07493, 0.45935], [-0.01706, 0.76533, -0.19142], [-1.75687, -3.72334, 0.50591], [-0.24597, -0.29541, 0.79050], [0.07462, -1.60249, 2.35858], [1.54305, -1.01937, 1.79914], [0.84034, -2.18735, -0.53924], [2.05084, 1.35970, -0.03668], [1.80676, -0.08405, -1.12149], [1.47810, 1.53612, -1.67042], [-1.05255, -0.63865, -1.56268], [-0.92658, 1.01575, -2.10027], [-1.91739, 0.52319, -0.76383], [-0.83725, 1.92074, 1.56154], [0.38500, 2.76881, 0.59366], [-1.22002, 2.53146, -0.19624]],
  "gap_ev": 9.67,
  "energy_ha": -383.29204,
  "e_homo_ev": -9.363,
  "spin_multiplicity": 1
}

---

(10)
{
  "formula": "C7H12N2",
  "method": "ωB97M-V with the def2-TZVPD basis set",
  "species": ["C", "C", "C", "C", "C", "C", "C", "N", "N", "H", "H", "H", "H", "H", "H", "H", "H", "H", "H", "H", "H"],
  "positions_angstrom": [[-3.02966, -0.28663, -0.13071], [-1.99028, -1.21616, -0.40498], [-1.23575, 1.41518, -0.40376], [0.68857, -0.09638, 0.09998], [0.09096, -1.21611, 0.84691], [-0.25654, 0.61000, -0.99722], [1.35700, 0.92808, 1.06117], [-2.57903, 0.87235, -0.21761], [-1.07784, -1.40717, 0.40859], [-3.96765, -0.77328, 0.25016], [-1.83001, -1.95191, -1.21349], [-0.78332, 1.70802, 0.52944], [1.34986, -0.43640, -0.70910], [0.15999, -1.72053, 1.81801], [0.44855, 1.30108, -1.43996], [-1.47400, 2.42302, -0.84357], [-0.61429, 0.20587, -1.92867], [0.75809, 1.72721, 1.46543], [2.35500, 1.46353, 0.86794], [1.59758, 0.39803, 2.02736], [-3.27120, 1.62828, -0.26373]],
  "gap_ev": 9.83,
  "energy_ha": -382.60610,
  "e_homo_ev": -19.860,
  "spin_multiplicity": 1,
  "total_charge": 2
}

---

(11)
{
  "formula": "C7H12N2O",
  "method": "ωB97M-V with the def2-TZVPD basis set",
  "species": ["C", "C", "C", "C", "N", "C", "C", "C", "N", "H", "H", "H", "H", "H", "H", "H", "H", "H", "H", "O", "H", "H"],
  "positions_angstrom": [[-1.07635, 0.14760, -2.09472], [-1.09722, -0.48032, -0.68753], [-1.69520, 0.50093, 0.37397], [-3.14023, 0.08616, 0.53791], [-3.88745, -0.05228, -0.71546], [-3.33549, -1.24758, -0.06948], [-2.02135, -1.73285, -0.63940], [0.31348, -0.83137, -0.35266], [1.08774, -1.76354, -0.16084], [-2.09517, 0.44928, -2.36034], [-0.43042, 1.03602, -2.12594], [-0.71630, -0.57873, -2.83625], [-1.19349, 0.38042, 1.34504], [-1.58396, 1.54905, 0.06090], [-3.68250, 0.39413, 1.43343], [-4.88528, 0.01004, -0.53033], [-4.03104, -1.97233, 0.35631], [-2.12130, -2.19173, -1.63284], [-1.60829, -2.49218, 0.03743], [1.55092, 0.36611, 0.38778], [2.05588, -0.96128, 0.42865], [0.93646, 0.88260, 0.92115]],
  "gap_ev": 9.70,
  "energy_ha": -458.52226,
  "e_homo_ev": -9.047,
  "spin_multiplicity": 1
}

---

(12)
{
  "formula": "C7H12N2O",
  "method": "ωB97M-V with the def2-TZVPD basis set",
  "species": ["C", "C", "C", "C", "C", "C", "C", "N", "N", "O", "H", "H", "H", "H", "H", "H", "H", "H", "H", "H", "H", "H"],
  "positions_angstrom": [[-1.26570, 0.04314, -2.75178], [-0.29266, 1.34666, 0.59990], [-0.30732, 0.37055, -1.64672], [-0.56263, 1.70850, -0.84196], [-0.30550, -0.62986, -0.44752], [0.33005, -1.84651, -0.86147], [0.41901, -0.58320, 1.85839], [-1.88594, -0.11336, -3.72358], [0.41054, 0.05573, 0.57863], [0.26042, 2.68705, -1.44012], [0.21152, 2.30501, 1.08907], [-1.33214, 1.13939, 1.10864], [0.68413, 0.55457, -2.02665], [-1.70187, 1.91621, -0.92823], [-1.31060, -0.71226, -0.01059], [0.59887, -2.46237, 0.12363], [1.28859, -1.57455, -1.45906], [-0.27543, -2.59387, -1.46985], [0.95836, -1.52993, 1.74717], [1.07369, 0.03648, 2.60837], [-0.66513, -0.60606, 2.23594], [0.07683, 3.56716, -1.10041]],
  "gap_ev": 9.98,
  "energy_ha": -458.60767,
  "e_homo_ev": -9.299,
  "smiles": "C[C@@H]1[C@@H](C#N)[C@H](O)CN1C",
  "spin_multiplicity": 1
}